(1)
The following is a DFT calculation (ωB97M-V with the def2-TZVPD basis set) of C4H8O2 in the gas phase in a non-equilibrium geometry.

Each line ends with the Mulliken charge.
Element x y z (Å)
C  1.747383  0.493054  -0.270358  -1.368
C  0.544334  -0.314908  0.181153  0.371
O  -0.232575  0.071621  1.363721  -0.558
C  -1.517272  -0.701321  0.540543  -0.442
C  -0.726372  -0.178620  -0.625944  -0.248
O  -1.149870  1.177626  -0.516414  -0.569
H  1.488284  1.533254  -0.480680  0.294
H  2.571352  0.456402  0.445567  0.376
H  2.111265  0.048892  -1.211345  0.332
H  0.831439  -1.367900  0.305189  0.351
H  -2.590570  -0.435818  0.401939  0.226
H  -1.404452  -1.601898  1.105576  0.319
H  -0.810299  -0.504852  -1.662575  0.468
H  -0.862643  1.324470  0.423628  0.449

Atomic forces in eV per Å
C -0.1 0.1 0.2
C 0.0 -0.1 -0.4
O -1.3 -0.8 -0.1
C 0.7 0.1 0.9
C 0.0 -0.1 -0.2
O 0.6 0.6 -0.8
H 0.0 -0.1 0.1
H -0.1 0.0 0.0
H -0.2 0.1 0.3
H 0.0 0.1 -0.1
H 0.9 0.7 1.2
H 0.1 -1.0 -0.6
H -0.1 -0.2 0.2
H -0.4 0.6 -0.8

HOMO ... -10.09 eV
Orbital gap ... 11.0769 eV
LUMO energy ... 0.0364 Ha
Energy above the lowest of the compared OMol25 structures with the same formula, charge and spin ... 3.727 eV

***

(2)
The following is a DFT calculation (ωB97M-V with the def2-TZVPD basis set) of 2 unconnected molecules or ions with the total composition C6H12O.

Each line ends with the Mulliken charge.
Element x y z (Å)
C  1.830323  -0.817978  -0.409148  -1.086
C  0.423668  -0.976868  0.092490  0.645
O  0.153743  -0.355455  1.288296  -0.567
C  0.295609  2.460438  -0.419047  -0.509
C  -0.359633  2.735176  0.705426  -0.554
C  -1.921302  -1.854938  0.007282  -1.082
C  -0.519498  -1.707221  -0.505497  -0.305
H  2.071395  0.241359  -0.574159  0.245
H  1.975652  -1.347940  -1.353937  0.310
H  2.546593  -1.204172  0.325672  0.312
H  0.603879  0.501904  1.294572  0.347
H  1.229857  2.955783  -0.674464  0.249
H  -0.084321  1.729502  -1.130562  0.302
H  0.008713  3.466730  1.420986  0.267
H  -1.294504  2.236858  0.951052  0.265
H  -2.652691  -1.742480  -0.801708  0.310
H  -2.129029  -1.102892  0.773193  0.280
H  -0.241201  -2.249785  -1.406210  0.293
H  -2.084535  -2.842898  0.456467  0.277

Atomic forces in eV per Å
C 0.0 0.0 0.0
C 0.0 -0.2 -0.3
O 0.1 0.1 0.0
C -0.1 0.1 0.1
C 0.1 0.0 -0.2
C -0.1 0.0 0.0
C 0.1 0.1 0.1
H -0.1 -0.1 0.0
H -0.1 0.1 0.1
H -0.1 0.0 -0.1
H -0.1 -0.1 0.0
H -0.1 0.0 0.1
H 0.1 0.1 0.1
H 0.0 -0.1 -0.1
H 0.1 0.1 0.0
H 0.1 0.0 0.1
H 0.0 -0.1 -0.1
H 0.0 0.1 0.1
H 0.0 0.1 -0.1

HOMO ... -8.45 eV
Orbital gap ... 9.4542 eV
LUMO energy ... 0.0368 Ha
Energy above the lowest of the compared OMol25 structures with the same formula, charge and spin ... 1.644 eV

***

(3)
The following is a DFT calculation (ωB97M-V with the def2-TZVPD basis set) of a molecular structure, CH4NO2Si in a non-equilibrium geometry.

Each line ends with the Mulliken charge.
Element x y z (Å)
C  -3.144019  -0.242299  0.033560  0.888
N  -2.231355  -0.055730  0.891234  -0.687
O  -3.854323  -0.982928  -0.637176  -0.663
O  -2.866504  1.068542  0.149889  -0.392
Si  -0.079643  0.226289  -0.255553  0.380
H  -0.785042  -0.815112  -1.123557  -0.114
H  -0.692664  1.481892  -0.001406  -0.108
H  1.135509  0.584597  -1.251838  -0.193
H  0.914760  -0.324668  0.857150  -0.110

Atomic forces in eV per Å
C -1.5 -1.8 -1.7
N 2.6 -2.0 2.7
O 0.6 0.9 0.6
O -1.7 2.9 -1.5
Si 2.0 -1.7 -0.6
H 0.5 0.5 0.5
H -0.1 1.0 0.1
H -0.9 -0.1 0.6
H -1.3 0.3 -0.7

HOMO ... -3.87 eV
Total charge ... -1
Orbital gap ... 8.1750 eV
LUMO energy ... 0.1582 Ha
Energy above the lowest of the compared OMol25 structures with the same formula, charge and spin ... 4.387 eV

***

(4)
The following is a DFT calculation (ωB97M-V with the def2-TZVPD basis set) of a molecular structure, C28H46BrN3P2SV in a non-equilibrium geometry.

Each line ends with the Mulliken spin population.
Element x y z (Å)
N  1.700496  3.645604  -4.636155  0.026
C  1.790353  4.090697  -3.385862  -0.012
C  1.928748  3.217879  -2.301429  0.023
C  2.014278  1.833476  -2.546491  0.082
C  1.932404  1.388920  -3.884026  0.019
C  1.765915  2.342300  -4.898496  -0.010
C  2.176202  0.908328  -1.446565  -0.028
V  0.435873  -0.198804  -0.158635  2.608
P  -0.508000  -1.206364  1.813607  0.033
C  2.082934  -0.475899  -1.681788  0.100
C  2.723006  -1.425268  -0.769358  -0.013
C  2.620375  -2.810713  -1.068076  0.043
C  2.865139  -3.740576  -0.063706  -0.012
C  3.116250  -3.219251  1.220981  -0.001
C  3.535660  -1.916838  1.456677  -0.022
C  3.316780  -0.979774  0.441620  0.033
Br  2.860640  -4.407426  2.758267  0.000
H  2.441825  1.315066  -0.462383  0.016
H  1.565121  -0.894197  -2.540382  -0.004
H  2.000022  3.608933  -1.277215  0.002
H  2.016054  0.330892  -4.159444  0.003
H  1.776146  5.175680  -3.222213  0.000
H  1.705443  2.013672  -5.938385  0.000
H  2.304319  -3.108266  -2.072440  0.002
H  3.597790  0.072563  0.570043  0.000
H  2.842930  -4.812745  -0.234554  0.000
H  4.010429  -1.651445  2.403665  -0.001
P  -1.724594  -0.381274  -1.673585  0.005
C  0.665491  -0.487046  3.021344  0.015
C  1.143184  -1.487342  4.071497  0.008
H  0.211348  0.395094  3.501627  0.005
H  1.530927  -0.102532  2.457345  -0.001
H  1.827158  -1.021799  4.798587  0.000
H  0.315879  -1.928421  4.642322  0.000
H  1.701823  -2.313441  3.608961  -0.002
C  -0.144748  -2.962302  1.422425  0.048
C  -0.657084  -3.995321  2.412109  -0.002
H  0.943305  -3.051211  1.348653  -0.016
H  -0.517166  -3.174402  0.404928  -0.029
H  -0.284944  -4.990405  2.147999  0.000
H  -0.317773  -3.787802  3.429385  0.001
H  -1.746251  -4.031981  2.398374  0.000
C  -2.196446  -1.093041  2.467863  0.012
C  -2.346096  -1.450157  3.947089  -0.003
H  -2.865409  -1.715548  1.847989  0.003
H  -2.495671  -0.049220  2.283021  0.003
H  -3.393195  -1.375199  4.266260  0.000
H  -2.026277  -2.478394  4.151664  0.001
H  -1.761217  -0.777254  4.580928  0.000
C  -3.369425  0.447155  -1.448381  0.018
C  -4.053770  0.269505  -0.103349  0.008
H  -4.028774  0.067030  -2.249568  -0.001
H  -3.218615  1.516278  -1.644525  -0.002
H  -5.103745  0.570854  -0.189835  0.000
H  -4.043120  -0.765993  0.242442  -0.001
H  -3.604321  0.899651  0.668393  -0.002
C  -2.237578  -2.135486  -1.869293  -0.028
C  -1.154793  -3.041824  -2.452634  0.041
H  -3.140595  -2.140156  -2.503364  -0.004
H  -2.535811  -2.471941  -0.863096  -0.004
H  -1.562823  -4.050037  -2.601129  0.000
H  -0.798599  -2.684678  -3.427306  0.003
H  -0.285713  -3.132112  -1.785555  0.003
C  -1.425475  0.106885  -3.429770  0.011
C  -1.537693  1.600052  -3.700511  0.011
H  -2.136062  -0.455708  -4.059938  -0.001
H  -0.419528  -0.257832  -3.685579  -0.005
H  -1.241295  1.811541  -4.732394  0.000
H  -2.559838  1.970137  -3.582570  0.001
H  -0.880132  2.183336  -3.048023  0.002
S  -0.716039  1.855113  0.368989  0.021
C  -0.104764  3.293112  1.129911  -0.003
N  -0.057128  3.461016  2.463444  -0.003
C  0.364458  4.811734  2.831969  0.001
C  0.661222  5.463500  1.488327  0.001
N  0.327820  4.419834  0.519916  -0.004
H  -0.460907  2.786281  3.110085  0.002
H  1.254063  4.771675  3.473517  0.000
H  -0.443229  5.330009  3.363244  0.000
H  1.716046  5.744683  1.405596  0.000
H  0.032060  6.349197  1.337392  0.000
H  0.284726  4.569742  -0.480446  0.001

Atomic forces in eV per Å
N 0.0 0.4 -0.4
C 0.1 -0.6 0.4
C 0.1 -0.1 -0.2
C -0.7 0.9 -0.7
C 0.0 0.4 0.0
C 0.1 -0.3 0.9
C -0.5 -2.1 -0.9
V -0.7 0.3 -0.4
P -0.1 -0.1 -0.9
C 1.1 1.8 0.8
C -0.7 -0.3 0.3
C 0.0 0.3 0.6
C 0.0 0.8 0.3
C 0.6 -1.5 0.6
C -0.2 0.2 -0.3
C -0.2 -0.5 -0.1
Br 0.8 0.4 -1.1
H 0.4 -0.1 -0.5
H 0.5 0.3 -0.3
H 0.1 -0.3 -0.5
H 0.1 0.5 0.2
H -0.1 -0.4 -0.2
H 0.0 0.3 0.2
H 0.1 0.0 0.4
H 0.0 -0.6 0.0
H -0.3 0.2 0.1
H -0.4 0.0 -0.2
P -0.3 -0.1 -0.6
C 0.1 -0.3 0.6
C 0.5 -0.2 0.5
H -0.1 -0.3 -0.3
H -0.2 -0.1 0.1
H -0.2 0.0 -0.2
H 0.2 0.2 -0.2
H -0.3 0.3 0.2
C 0.2 -0.1 0.4
C 0.0 -0.4 0.0
H -0.3 0.2 0.0
H -0.1 0.2 0.4
H -0.1 0.1 0.0
H -0.1 0.0 -0.1
H 0.0 0.0 0.1
C -0.3 0.2 0.1
C -0.1 -0.2 0.3
H 0.4 0.2 0.1
H 0.0 -0.3 0.1
H 0.2 0.1 -0.2
H -0.1 0.3 0.0
H -0.1 -0.1 -0.1
C 0.1 0.2 0.1
C -0.3 0.1 0.2
H 0.4 0.0 0.1
H 0.0 -0.3 0.1
H 0.2 -0.1 0.0
H -0.1 0.0 -0.1
H 0.0 -0.1 -0.1
C -0.1 0.1 0.2
C 0.0 -0.2 -0.1
H 0.3 0.0 0.2
H 0.0 -0.1 -0.3
H 0.2 0.2 0.0
H -0.1 -0.1 0.2
H -0.1 0.0 -0.1
C 0.2 -0.4 0.0
C 0.1 0.3 -0.2
H 0.2 0.1 0.2
H -0.2 0.1 -0.1
H 0.0 0.0 0.1
H 0.2 -0.1 0.0
H -0.1 0.0 0.0
S -0.2 1.1 0.1
C 0.5 0.5 0.3
N -0.2 -0.4 -0.8
C -0.1 0.0 0.9
C 0.1 0.7 -0.3
N -0.5 -1.1 0.5
H 0.2 0.3 -0.4
H -0.3 0.0 -0.1
H 0.2 -0.2 0.0
H -0.2 0.0 -0.1
H 0.3 -0.2 -0.1
H -0.1 -0.2 0.3

HOMO (alpha / beta) ... -13.63 / -13.86 eV
2S+1 ... 4
Total charge ... +2
Orbital gap (alpha / beta) ... 7.1099 / 6.9903 eV
LUMO energy (alpha / beta) ... -0.2395 / -0.2523 Ha
Energy above the lowest of the compared OMol25 structures with the same formula, charge and spin ... 0.000 eV

***

Please write out number 3 again, unchanged.
The following is a DFT calculation (ωB97M-V with the def2-TZVPD basis set) of a molecular structure, CH4NO2Si in a non-equilibrium geometry.

Each line ends with the Mulliken charge.
Element x y z (Å)
C  -3.144019  -0.242299  0.033560  0.888
N  -2.231355  -0.055730  0.891234  -0.687
O  -3.854323  -0.982928  -0.637176  -0.663
O  -2.866504  1.068542  0.149889  -0.392
Si  -0.079643  0.226289  -0.255553  0.380
H  -0.785042  -0.815112  -1.123557  -0.114
H  -0.692664  1.481892  -0.001406  -0.108
H  1.135509  0.584597  -1.251838  -0.193
H  0.914760  -0.324668  0.857150  -0.110

Atomic forces in eV per Å
C -1.5 -1.8 -1.7
N 2.6 -2.0 2.7
O 0.6 0.9 0.6
O -1.7 2.9 -1.5
Si 2.0 -1.7 -0.6
H 0.5 0.5 0.5
H -0.1 1.0 0.1
H -0.9 -0.1 0.6
H -1.3 0.3 -0.7

HOMO ... -3.87 eV
Total charge ... -1
Orbital gap ... 8.1750 eV
LUMO energy ... 0.1582 Ha
Energy above the lowest of the compared OMol25 structures with the same formula, charge and spin ... 4.387 eV

***

> Which value of energy above the lowest of the compared OMol25 structures with the same formula, charge and spin does entry 4 give?

0.000 eV

***

> Among the records above, which one has the lowest energy above the lowest of the compared OMol25 structures with the same formula, charge and spin?

C28H46BrN3P2SV